1.
Formula: C48H39As2FHfI2NO4S
Source: the OMol25 dataset
Level of theory: ωB97M-V/def2-TZVPD

E_tot (eV): -212822.3356
HOMO level (eV): -10.614
Charge: +1
Maximum force (eV/A): 3.82

Geometry as XYZ:
```
99
Properties=species:S:1:pos:R:3:forces:R:3:mulliken_charge:R:1
Hf 0.12870 1.03022 -0.50809 -0.141 1.185 -2.564 0.3270
I -0.37830 4.48392 -3.08559 0.459 0.271 -0.054 0.1462
C 1.36570 3.83342 -2.13229 -0.898 -0.273 -0.386 -0.1140
C 2.38100 4.70682 -1.73619 0.308 0.128 0.157 -0.2395
C 3.53060 4.22832 -1.15779 0.293 0.443 0.042 -0.2391
I 5.04610 5.60112 -0.64749 -0.302 -0.215 -0.067 0.1168
C 3.71750 2.84522 -0.93539 -0.318 -0.190 -0.120 0.5062
C 4.84220 2.22392 -0.35529 0.002 -0.208 0.054 -0.9174
C 4.87490 0.85762 -0.22629 0.106 0.231 -0.109 -1.5617
C 3.77060 0.10402 -0.64279 -0.170 -0.060 -0.046 0.3145
N 2.68310 0.64502 -1.13979 0.298 0.125 -0.052 0.2235
C 2.66310 1.98322 -1.32589 0.362 0.153 -0.261 0.2328
C 1.47830 2.47362 -1.94579 1.209 1.208 -0.055 0.0976
O 0.54290 1.59362 -2.26719 -0.123 0.018 -3.732 -0.2312
H 2.24520 5.76532 -1.89619 0.053 0.069 -0.023 0.4329
H 5.67020 2.83062 -0.01539 0.026 0.009 -0.011 0.2188
H 5.72840 0.35672 0.20471 0.066 0.000 -0.017 0.5070
H 3.76320 -0.97948 -0.55479 0.080 0.098 0.112 0.1904
C -0.69180 -2.75488 -0.63469 -0.071 0.193 0.026 -1.3766
C -1.19810 -2.34578 -2.02099 0.317 0.140 0.209 -1.0669
As -1.75070 -0.42998 -1.83939 -2.402 -2.241 -1.339 0.7678
C -2.42750 -0.08758 -3.67229 0.417 0.588 0.285 0.7209
C -1.45860 0.13342 -4.65079 0.161 -0.141 0.332 -0.4461
C -1.82820 0.45062 -5.94579 -0.038 -0.029 -0.064 -0.8728
C -3.16980 0.56112 -6.27499 -0.023 -0.010 0.037 -0.5247
C -4.13860 0.38202 -5.30189 -0.027 -0.071 0.039 -0.9090
C -3.77380 0.07192 -4.00149 0.133 -0.102 0.617 -0.4366
C -3.41140 -0.88148 -0.86989 0.334 0.314 0.216 0.8945
C -4.33970 -1.81388 -1.33689 0.373 0.072 -0.269 -0.8688
C -5.43690 -2.15308 -0.56269 0.019 -0.005 -0.052 -0.9077
C -5.61870 -1.57138 0.68261 0.058 0.093 0.069 -0.5980
C -4.69490 -0.65498 1.15961 -0.044 -0.023 0.040 -1.0137
C -3.59520 -0.31248 0.38761 0.336 0.110 -0.062 -0.0882
As 0.99200 -1.71138 -0.30839 -0.448 -3.442 -0.378 2.1522
C 1.49500 -2.46088 1.43211 0.148 0.263 0.206 0.2349
C 0.57850 -2.47868 2.47641 -0.309 -0.010 -0.304 -0.4596
C 0.98890 -2.72338 3.77751 0.020 -0.012 0.110 -0.5934
C 2.32900 -2.92838 4.05761 -0.049 -0.030 0.035 -0.6119
C 3.25300 -2.93038 3.02561 0.045 -0.061 -0.003 -0.9601
C 2.83610 -2.70338 1.72811 -0.045 0.036 -0.487 -0.2889
C 2.00950 -2.95148 -1.49299 0.023 0.767 -0.112 0.8740
C 2.36800 -4.25048 -1.13809 -0.228 0.193 0.449 -1.0247
C 2.96540 -5.08888 -2.06389 -0.032 0.022 -0.044 -0.7288
C 3.18960 -4.64728 -3.35849 0.007 0.055 -0.066 -0.6652
C 2.83010 -3.36118 -3.72649 0.015 -0.062 -0.064 -0.7057
C 2.25370 -2.51508 -2.79369 -0.125 0.388 0.183 -0.4001
H -0.49390 -3.83178 -0.57139 0.137 0.279 0.012 0.6474
H -1.44420 -2.50768 0.12671 0.162 -0.046 -0.063 0.6352
H -2.04320 -2.97128 -2.34239 0.150 0.437 0.042 0.7968
H -0.39810 -2.44148 -2.76869 -0.257 0.083 0.086 0.5775
H -0.40810 0.07482 -4.38059 -0.026 0.025 -0.112 0.2311
H -1.07430 0.62492 -6.69779 0.103 -0.011 -0.051 0.4445
H -3.46470 0.79702 -7.28519 -0.001 0.055 -0.117 0.3982
H -5.18540 0.48582 -5.54879 -0.048 0.021 -0.016 0.4263
H -4.53330 -0.02938 -3.23089 0.047 0.001 -0.162 0.4924
H -4.19550 -2.27268 -2.31169 -0.102 0.009 0.114 0.3989
H -6.15170 -2.87578 -0.92689 -0.041 -0.045 -0.070 0.4200
H -6.47900 -1.83198 1.28201 -0.038 -0.032 0.025 0.4181
H -4.82990 -0.20858 2.13381 -0.006 0.045 0.066 0.4628
H -2.85390 0.39622 0.75911 -0.301 -0.066 0.005 0.3291
H -0.46630 -2.26658 2.27741 -0.005 -0.040 0.065 0.1735
H 0.26560 -2.73418 4.58071 -0.084 0.012 0.015 0.5096
H 2.65660 -3.08678 5.07401 -0.001 -0.047 0.100 0.4404
H 4.29960 -3.09608 3.23891 0.058 -0.028 -0.033 0.4521
H 3.56560 -2.68048 0.92521 0.047 -0.038 0.086 0.2995
H 2.16880 -4.60458 -0.13129 0.054 -0.029 -0.085 0.3913
H 3.24870 -6.09238 -1.78289 -0.007 -0.063 0.065 0.4579
H 3.64220 -5.30508 -4.08379 0.059 -0.083 -0.064 0.4031
H 2.99510 -3.02278 -4.73889 0.030 0.054 -0.053 0.4661
H 1.98090 -1.49508 -3.06569 0.103 -0.141 -0.057 0.2739
F -4.06850 5.84222 -0.25149 0.061 -0.085 0.023 -0.3469
C -3.22320 4.79702 -0.27639 0.169 -0.179 0.008 0.2195
C -3.53900 3.68622 -1.03599 0.028 0.040 -0.005 -0.9839
C -2.64930 2.62282 -1.05889 -0.073 -0.162 -0.105 0.7331
C -1.44000 2.60842 -0.34299 -0.501 0.152 -0.005 0.6594
C -1.17080 3.77692 0.39421 -0.037 -0.077 0.121 -0.3519
C -2.04600 4.85412 0.44481 -0.143 0.105 -0.079 -0.8739
H -4.44980 3.66532 -1.61459 -0.113 0.025 -0.024 0.5222
H -2.92910 1.78702 -1.70999 0.032 0.359 0.253 -0.4184
H -0.23700 3.87472 0.94011 -0.191 0.029 -0.018 0.3686
H -1.82300 5.73822 1.02381 0.048 0.072 0.024 0.4877
C 0.34530 0.54372 7.72321 -0.041 -0.009 0.091 -1.5625
C 0.53800 0.83932 6.27451 0.102 0.024 -0.166 1.0385
C -0.53440 1.25162 5.48231 0.063 0.064 -0.218 -0.8923
C -0.39110 1.38562 4.11361 -0.253 0.073 -0.034 -0.8018
C 0.84010 1.11342 3.54361 -0.035 -0.089 -0.379 -0.1804
C 1.93140 0.75342 4.31291 0.284 0.025 -0.062 -0.6302
C 1.78100 0.63572 5.68081 -0.167 0.068 -0.104 -0.8336
S 1.00950 0.91002 1.81591 1.579 -0.913 3.360 2.2907
O 1.12580 2.13672 1.00691 0.003 1.142 0.495 -0.6490
O 2.14520 0.07992 1.54681 0.174 0.343 0.862 -0.2269
O -0.26070 0.29022 1.29971 -0.839 -1.207 3.186 -0.1140
H -0.21510 1.32642 8.22741 -0.049 0.069 0.048 0.3958
H 1.29930 0.40942 8.22381 0.037 0.002 0.098 0.3700
H -0.22140 -0.38258 7.81481 -0.043 -0.054 0.123 0.3116
H -1.49480 1.44642 5.93501 -0.095 -0.006 0.063 0.4486
H -1.21950 1.66492 3.47841 -0.161 0.015 0.050 0.5683
H 2.86620 0.54562 3.81701 0.153 -0.121 0.094 0.4292
H 2.62080 0.34682 6.29381 0.102 -0.048 0.025 0.3691
```
Positions in Å, forces in eV/Å.



2.
Formula: C48H39N3P2RuTe
Source: the OMol25 dataset
Level of theory: ωB97M-V/def2-TZVPD

E_tot (eV): -83316.6141
HOMO level (alpha / beta) (eV): -12.437 / -13.601
Charge: +2
Multiplicity: 5
<S²>: 6.039
Maximum force (eV/A): 0.51

Geometry as XYZ:
```
94
Properties=species:S:1:pos:R:3:forces:R:3:mulliken_spin:R:1
Ru 1.07829 -0.56885 -1.00132 -0.170 -0.063 0.167 2.1482
Te 1.34800 2.92976 2.02445 -0.249 0.044 0.025 0.2678
C 0.82030 2.46249 4.00275 -0.029 -0.018 0.004 0.0121
C 1.80418 2.33166 4.96814 0.064 -0.084 -0.026 0.0022
C 1.40446 2.07035 6.27373 -0.017 -0.017 -0.025 -0.0008
N 0.13462 1.93331 6.63693 -0.039 0.013 0.031 0.0114
C -0.80009 2.08866 5.70389 0.040 0.048 -0.009 0.0001
C -0.51266 2.36659 4.37450 -0.012 0.037 0.001 -0.0008
C 0.22392 1.54131 1.00300 0.481 -0.155 -0.028 0.4635
P 0.25336 -0.26131 1.33501 -0.148 0.202 -0.086 0.1990
C 1.04914 -0.67158 2.89911 0.081 -0.146 -0.096 -0.0357
C 2.38030 -1.08846 2.87422 0.043 0.187 0.046 0.0104
C 3.00490 -1.49549 4.04359 -0.002 0.019 -0.005 0.0021
C 2.29387 -1.50950 5.23553 0.007 -0.003 -0.015 0.0016
C 0.95880 -1.12474 5.26024 -0.008 0.009 0.010 0.0040
C 0.33398 -0.71171 4.09596 -0.063 -0.140 -0.011 -0.0011
C -1.44754 -0.84806 1.52361 -0.035 0.130 0.088 -0.0104
C -2.48211 0.00224 1.89967 -0.016 -0.077 -0.055 0.0576
C -3.76055 -0.50174 2.09992 -0.005 -0.004 -0.004 0.0025
C -4.00495 -1.85656 1.93374 -0.018 0.020 -0.003 0.0049
C -2.97353 -2.71051 1.56293 0.020 -0.011 -0.030 0.0008
C -1.69972 -2.20907 1.35587 0.029 -0.016 -0.013 0.0118
P 0.28275 1.66752 -0.79414 0.061 -0.170 -0.031 0.2027
C 1.26389 3.08095 -1.33540 -0.009 -0.003 -0.069 -0.0646
C 0.85892 4.38861 -1.05254 -0.038 -0.007 -0.001 0.0251
C 1.59569 5.45831 -1.53148 0.008 0.006 0.013 -0.0023
C 2.72563 5.23324 -2.30865 0.002 -0.003 -0.001 -0.0007
C 3.11733 3.93847 -2.61655 -0.006 0.000 0.014 0.0177
C 2.38689 2.86293 -2.13316 0.029 0.015 0.061 0.0406
C -1.37134 1.96156 -1.45183 -0.008 0.139 0.094 -0.0315
C -1.60859 1.71653 -2.80361 0.043 -0.021 -0.028 0.0055
C -2.84407 2.01455 -3.35211 0.014 -0.013 -0.005 0.0082
C -3.84665 2.55396 -2.55460 -0.007 0.012 0.007 0.0018
C -3.61222 2.80347 -1.21057 -0.008 -0.002 -0.008 0.0041
C -2.37149 2.51478 -0.65749 0.011 -0.068 -0.039 -0.0001
H 2.85805 2.39790 4.73082 -0.001 0.021 -0.006 -0.0064
H 2.14542 1.95501 7.05631 0.002 0.000 0.006 -0.0001
H -1.82898 1.99344 6.03189 -0.009 -0.004 0.006 -0.0006
H -1.31397 2.50690 3.66117 -0.014 -0.001 0.001 -0.0058
H 2.92810 -1.09604 1.93867 -0.006 -0.033 0.005 0.0013
H 4.03674 -1.81953 4.02188 0.004 -0.002 0.005 0.0005
H 2.77564 -1.83998 6.14615 0.000 -0.001 0.004 0.0001
H 0.39991 -1.15473 6.18624 0.015 0.009 0.002 0.0006
H -0.71553 -0.44751 4.11674 0.028 -0.007 -0.021 0.0017
H -2.29058 1.05626 2.03740 0.028 0.089 0.013 -0.0228
H -4.56199 0.16292 2.39531 0.001 -0.001 -0.002 0.0004
H -4.99923 -2.25109 2.09576 -0.002 0.003 0.000 0.0002
H -3.16324 -3.76791 1.43534 -0.003 -0.004 0.004 -0.0002
H -0.89821 -2.88192 1.06837 0.007 0.012 0.009 0.0119
H -0.03880 4.57269 -0.47398 -0.013 -0.005 -0.015 0.0065
H 1.28145 6.46946 -1.31140 -0.001 0.003 0.003 0.0003
H 3.29218 6.07290 -2.68818 0.002 0.000 -0.003 0.0000
H 3.98265 3.76617 -3.24221 0.003 0.003 -0.003 0.0006
H 2.68004 1.85270 -2.39299 -0.005 -0.012 -0.003 -0.0002
H -0.82815 1.29163 -3.42650 -0.004 0.008 0.006 0.0150
H -3.02946 1.82583 -4.40099 0.006 0.000 -0.003 0.0005
H -4.81067 2.78669 -2.98688 -0.005 -0.001 0.002 -0.0005
H -4.38994 3.23507 -0.59441 0.002 -0.002 0.003 0.0004
H -2.18201 2.72173 0.38713 0.014 0.012 0.049 -0.0125
C 5.96769 -0.38629 -0.51826 -0.005 -0.002 0.000 0.0211
C 5.19914 0.61388 0.05884 0.004 -0.012 -0.002 -0.0086
C 3.82816 0.56829 -0.08520 0.028 0.000 0.016 0.0904
N 3.20672 -0.40800 -0.76606 -0.073 0.106 0.046 -0.0731
C 3.95723 -1.37420 -1.32428 -0.062 -0.016 -0.072 0.0325
C 5.33216 -1.39884 -1.22213 0.007 0.004 0.003 -0.0096
H 7.04507 -0.37700 -0.42254 0.003 -0.001 0.001 0.0007
H 5.65047 1.42229 0.61600 0.002 0.004 -0.002 0.0013
H 3.19673 1.32682 0.35578 -0.007 0.000 0.003 -0.0186
H 3.42311 -2.13933 -1.87668 0.015 0.019 0.014 -0.0010
H 5.88996 -2.19679 -1.69032 0.002 -0.001 -0.001 -0.0002
N -0.64461 -1.09629 -1.43006 0.015 0.021 -0.133 0.3190
C -1.20977 -1.94337 -2.20906 -0.119 -0.019 0.039 -0.0829
C -2.66478 -2.07733 -2.26770 0.048 -0.056 0.012 0.0427
C -3.47454 -1.06382 -1.74361 0.008 0.008 0.055 0.0511
C -4.84784 -1.20342 -1.76270 -0.008 0.012 0.021 -0.0275
C -5.42336 -2.35803 -2.28263 0.007 -0.008 -0.001 0.0354
C -4.62514 -3.37898 -2.78276 0.002 0.012 -0.003 -0.0116
C -3.24834 -3.24078 -2.78137 0.010 0.030 -0.014 0.0340
C -0.28326 -2.77549 -3.01880 0.018 -0.028 -0.010 0.0997
C 0.85127 -3.30313 -2.39473 -0.003 -0.014 0.045 0.0615
C 1.78338 -4.01485 -3.13466 0.009 -0.011 -0.002 -0.0111
C 1.59683 -4.18320 -4.50021 -0.008 0.007 -0.019 0.0152
C 0.47188 -3.65626 -5.12174 0.009 -0.007 0.004 -0.0038
C -0.47531 -2.96128 -4.38470 0.005 0.016 0.016 0.0106
H -3.01812 -0.17487 -1.32558 -0.007 -0.005 -0.012 0.0688
H -5.47530 -0.41529 -1.36820 0.000 0.005 0.002 0.0000
H -6.50003 -2.46474 -2.29365 -0.003 -0.002 0.000 0.0013
H -5.07764 -4.28057 -3.17163 0.004 -0.005 -0.005 0.0000
H -2.62563 -4.04086 -3.15755 0.003 -0.015 -0.006 0.0013
H 0.94368 -3.24362 -1.30891 0.014 0.016 -0.034 0.0132
H 2.63766 -4.46708 -2.64676 -0.004 -0.003 0.010 -0.0004
H 2.32027 -4.74068 -5.07942 0.002 -0.002 -0.001 0.0004
H 0.32947 -3.79213 -6.18513 -0.002 0.001 -0.002 0.0003
H -1.35031 -2.54704 -4.86853 -0.003 0.000 -0.005 0.0001
```
Positions in Å, forces in eV/Å.



- The highest charge belongs to which entry?
  C48H39N3P2RuTe



- What is the formula in the second record?
  C48H39N3P2RuTe



- Which value of E_tot does entry 1 give?
  -212822.3356 eV